[1]
Molecular formula: C17H16CoN2O5
Method: DFT, ωB97M-V/def2-TZVPD

Positions of all 41 atoms, in Å:
1 Co 0.04680 0.10013 -1.18218
2 O 0.35318 2.95649 -1.41013
3 C 0.21079 1.81202 -1.31697
4 C -0.06147 -1.60173 -1.03329
5 O -0.09584 -2.74439 -0.88134
6 C 1.73454 -0.12735 -0.86262
7 O 2.85506 -0.32040 -0.64424
8 C -1.66946 0.16592 -1.02323
9 O -2.82509 0.15316 -0.92170
10 C 0.03163 0.66942 -4.65424
11 H -0.87759 1.29064 -4.62249
12 H 0.99461 1.20112 -4.59604
13 C -0.03140 -0.66222 -4.72567
14 H 0.87834 -1.28440 -4.73271
15 H -0.99642 -1.19406 -4.75694
16 C -0.22863 0.71722 6.69974
17 N -0.44179 0.85610 5.27817
18 N -0.21491 -0.13713 4.40462
19 C -0.46706 0.33302 3.08811
20 O -0.37154 -0.36521 2.06486
21 C -0.85199 1.70480 3.28837
22 C -0.83264 1.97374 4.62425
23 C -1.17067 3.22189 5.35495
24 C 0.18038 -1.45718 4.75545
25 C -0.48631 -2.19709 5.74474
26 C -0.17470 -3.54737 5.91948
27 C 0.77846 -4.18439 5.12205
28 C 1.48717 -3.41768 4.19016
29 C 1.22892 -2.05374 4.03454
30 H 0.74153 0.27730 6.94046
31 H -1.00705 0.10759 7.15971
32 H -0.29461 1.71637 7.12853
33 H -1.11336 2.35116 2.46871
34 H -2.03957 3.07574 6.01399
35 H -0.36338 3.59776 5.99838
36 H -1.40997 4.00148 4.61762
37 H -1.23624 -1.71604 6.37220
38 H -0.70912 -4.10237 6.67752
39 H 0.94580 -5.26296 5.20240
40 H 2.24422 -3.87665 3.56104
41 H 1.82884 -1.43086 3.36991

Summary:
**Net charge**: +2
**Calculated total energy**: -2525.1381 a.u.
**F_max**: 0.139 Eh/bohr
**Frontier orbital gap (alpha / beta)**: 7.3 / 5.8 eV
**Molar mass**: 387.3 u
**Highest occupied orbital energy (alpha / beta)**: -13.827 / -15.237 eV
**Multiplicity**: 4

---

[2]
Molecular formula: C17H16F2NO
Method: DFT, ωB97M-V/def2-TZVPD

Positions of all 37 atoms, in Å:
1 C -1.47538 2.46047 -1.61775
2 C -0.10421 2.38189 -1.23856
3 N 0.47587 1.47816 -0.29718
4 C -0.16499 0.08980 -0.30701
5 C 0.81239 -1.16917 -0.16833
6 C 1.88783 -1.31296 -1.10491
7 C 3.05154 -2.01397 -0.79980
8 C 3.10242 -2.90594 0.29461
9 C 1.91631 -3.02830 1.01907
10 F 1.84840 -3.97764 2.00998
11 C 0.76823 -2.24604 0.75890
12 C -1.37680 -0.10805 0.67675
13 C -2.68686 0.15382 0.21093
14 C -3.81707 -0.14540 0.98329
15 C -3.69744 -0.86013 2.18194
16 C -2.44149 -1.05458 2.66508
17 F -2.30023 -1.70893 3.85344
18 C -1.30131 -0.64297 1.99805
19 C 1.92467 1.65816 -0.60807
20 C 2.02871 2.92833 -1.42257
21 O 0.68682 3.19684 -1.87709
22 H -1.86928 1.59263 -2.22901
23 H -2.12653 2.57465 -0.72345
24 H -1.58228 3.34504 -2.23748
25 H -0.51342 0.01270 -1.32912
26 H 1.81833 -0.80454 -2.11487
27 H 3.94592 -1.90247 -1.41944
28 H 3.97682 -3.41330 0.59770
29 H -0.13077 -2.51800 1.31891
30 H -2.80566 0.58327 -0.77469
31 H -4.77964 0.10718 0.56598
32 H -4.58096 -1.08743 2.76976
33 H -0.33698 -0.77948 2.49825
34 H 2.55880 1.66052 0.28013
35 H 2.25074 0.85960 -1.26688
36 H 2.39868 3.74781 -0.77747
37 H 2.63883 2.84847 -2.36910

Summary:
**Net charge**: +1
**Calculated total energy**: -986.8012 a.u.
**SMILES**: CC1=[N+](C(c2cccc(F)c2)c2cccc(F)c2)CCO1
**F_max**: 0.084 Eh/bohr
**Frontier orbital gap**: 7.9 eV
**Molar mass**: 288.3 u
**Highest occupied orbital energy**: -12.166 eV
**Multiplicity**: 1

---

Repeat the second record exactly.
Molecular formula: C17H16F2NO
Method: DFT, ωB97M-V/def2-TZVPD

Positions of all 37 atoms, in Å:
1 C -1.47538 2.46047 -1.61775
2 C -0.10421 2.38189 -1.23856
3 N 0.47587 1.47816 -0.29718
4 C -0.16499 0.08980 -0.30701
5 C 0.81239 -1.16917 -0.16833
6 C 1.88783 -1.31296 -1.10491
7 C 3.05154 -2.01397 -0.79980
8 C 3.10242 -2.90594 0.29461
9 C 1.91631 -3.02830 1.01907
10 F 1.84840 -3.97764 2.00998
11 C 0.76823 -2.24604 0.75890
12 C -1.37680 -0.10805 0.67675
13 C -2.68686 0.15382 0.21093
14 C -3.81707 -0.14540 0.98329
15 C -3.69744 -0.86013 2.18194
16 C -2.44149 -1.05458 2.66508
17 F -2.30023 -1.70893 3.85344
18 C -1.30131 -0.64297 1.99805
19 C 1.92467 1.65816 -0.60807
20 C 2.02871 2.92833 -1.42257
21 O 0.68682 3.19684 -1.87709
22 H -1.86928 1.59263 -2.22901
23 H -2.12653 2.57465 -0.72345
24 H -1.58228 3.34504 -2.23748
25 H -0.51342 0.01270 -1.32912
26 H 1.81833 -0.80454 -2.11487
27 H 3.94592 -1.90247 -1.41944
28 H 3.97682 -3.41330 0.59770
29 H -0.13077 -2.51800 1.31891
30 H -2.80566 0.58327 -0.77469
31 H -4.77964 0.10718 0.56598
32 H -4.58096 -1.08743 2.76976
33 H -0.33698 -0.77948 2.49825
34 H 2.55880 1.66052 0.28013
35 H 2.25074 0.85960 -1.26688
36 H 2.39868 3.74781 -0.77747
37 H 2.63883 2.84847 -2.36910

Summary:
**Net charge**: +1
**Calculated total energy**: -986.8012 a.u.
**SMILES**: CC1=[N+](C(c2cccc(F)c2)c2cccc(F)c2)CCO1
**F_max**: 0.084 Eh/bohr
**Frontier orbital gap**: 7.9 eV
**Molar mass**: 288.3 u
**Highest occupied orbital energy**: -12.166 eV
**Multiplicity**: 1

---

molar mass of number 1 (C17H16CoN2O5)?
387.3 u

---

Among the records above, which one has the highest molar mass?
C17H16CoN2O5